Density functional theory data (ωB97M-V/def2-TZVPD) for an isolated molecule of CH3N5.

The calculation puts the LUMO energy at 0.0043 Eh. As for the charge: 0. Its highest occupied orbital energy is -9.06 eV. Its SMILES is [H]/N=c1/nn[nH][nH]1.

Each line ends with the Mulliken charge.
Element x y z (Å)
H1 -0.1363 -1.3257 -0.7813  0.3075
N1 1.3915 1.2025 0.3922  -0.1917
N2 0.1888 1.5411 0.5460  -0.1126
C1 -0.7482 0.3480 0.2033  0.4474
N3 -2.0106 0.3230 -0.1673  -0.6495
H2 -2.2269 -0.6507 -0.7610  0.1949
N4 0.1510 -0.5592 -0.0212  -0.1491
H3 1.9638 -0.7545 0.6288  0.2929
N5 1.4270 -0.1246 -0.0395  -0.1398

=====

Density functional theory data (ωB97M-V/def2-TZVPD) for a structure of composition C10H9Br2NOPd.

The calculation puts the LUMO energy (spin up / spin down) at -0.3297 / -0.4578 Eh. Its spin multiplicity is 5. As for the charge: +2. Its expectation value of S² is 6.040. Its highest occupied orbital energy (spin up / spin down) is -16.48 / -17.11 eV.

Each line ends with the Mulliken spin population.
Element x y z (Å)
H1 -0.3738 -4.8498 3.8067  0.0030
Pd1 0.7421 -0.0058 0.6221  1.7067
C1 2.6521 -3.2639 -1.0311  0.0467
Br1 -1.9730 -2.3174 4.0892  0.0794
H2 2.2323 -1.1493 -1.6704  0.0258
H3 3.3597 -3.4580 -1.8433  0.0009
C2 2.0339 -1.9925 -0.9627  -0.0082
C3 -0.6525 -3.0026 2.9395  0.1148
H4 2.7650 -5.1740 -0.0674  0.0064
O1 -0.7900 -0.9769 1.8597  0.6434
H5 -1.0646 2.7579 -0.0669  -0.0034
N1 1.0941 -1.7540 -0.0152  0.1230
Br2 1.7630 -6.3880 2.3622  0.1156
C4 1.3541 -3.8913 0.9882  0.0233
H6 -0.6953 2.7933 -1.8311  0.0005
H7 -1.6242 1.4249 -0.6982  0.0011
C5 -0.0399 -4.2148 3.0020  -0.0332
C6 -1.4291 2.5127 -1.0729  0.0166
C7 -0.2631 -2.1281 1.8788  0.2431
C8 0.7259 -2.6109 0.9286  0.1227
H8 2.0957 0.0276 -0.3761  0.5310
C9 2.3044 -4.1912 -0.0410  0.0410
H9 -2.2889 3.1983 -1.3912  0.0025
C10 0.9423 -4.6663 2.1087  0.1973

=====

Density functional theory data (ωB97M-V/def2-TZVPD) for a cluster of 2 separate species, C8H19N3O2 in total.

The calculation puts the LUMO energy at 0.0205 Eh. As for the charge: 0. Its highest occupied orbital energy is -8.43 eV.

Each line ends with the Mulliken charge.
Element x y z (Å)
H1 2.2792 0.2194 -3.3239  0.3598
H2 1.6843 0.4367 -0.8549  0.2521
N1 0.7565 0.2927 -1.1657  -0.0492
H3 -0.5988 0.2827 -2.6303  0.4884
O1 -1.6035 -1.3492 -1.7970  -0.7005
H4 0.1855 -1.6124 1.2623  0.3277
H5 -3.4038 0.6452 0.7648  0.3630
H6 2.5909 -1.8292 1.9482  0.3070
H7 0.7577 0.3761 -4.5169  0.3028
C1 -2.4062 0.4134 1.0909  -0.3258
H8 0.9989 -1.0767 -3.6666  0.3070
H9 1.5699 0.8982 1.1239  0.4428
H10 3.2862 -0.5768 0.7194  0.2178
H11 -3.0308 0.5501 3.0089  0.3175
H12 0.6159 1.7202 -2.5971  0.3036
N2 -1.4453 0.7777 0.0444  -0.4874
H13 3.4242 -0.5546 2.5435  0.4407
H14 -1.2372 1.0601 2.9403  0.2522
H15 -1.1557 1.7051 0.4293  0.2751
H16 -2.4131 2.1586 2.3207  0.4046
C2 -1.0128 -1.7066 -0.7951  0.6100
C3 2.7839 -0.7934 1.7329  -1.1732
C4 0.3665 0.6426 -2.5421  -0.5920
C5 1.2395 -0.0161 -3.5150  -1.1647
O2 -0.9551 -2.6654 -0.0661  -0.7119
H17 -1.9701 0.9355 -0.8948  0.3420
N3 0.5113 -0.7265 0.8682  0.0203
C6 1.4925 -0.0205 1.6476  -0.7321
H18 -2.2093 -0.6569 1.2138  0.2422
C7 -2.2162 1.1176 2.4196  -1.1786
H19 1.0347 -0.0909 2.6881  0.3113
C8 0.0802 -0.5568 -0.4011  0.2274

=====

Asked for strongest force on any atom across the records above, the calculation gives 0.134 0.118 0.076 hartree/bohr in order.
Asked for electronic energy across the records above, the calculation gives -313.548169 -5791.426303 -630.884837 Ha in order.
Asked for energy above the lowest of the compared OMol25 structures with the same formula, charge and spin across the records above, the calculation gives 290.9 70.4 24.4 kJ/mol in order.